30
Properties=species:S:1:pos:R:3:forces:R:3 method="wB97M-V/def2-TZVPD" orbital_gap_ev="5.05 / 6.87" total_charge=0 spin_multiplicity=3 s_squared=2.01 largest_force_ev_per_a=5.10 total_energy_ev=-22969.164 homo_energy_ev="-4.27 / -9.16"
C 2.71519 -1.04091 1.08570 -3.3 1.8 0.8
C 2.16583 -0.55635 -1.41496 -0.1 0.0 -1.3
C 3.91723 0.63572 -0.41523 2.5 0.1 -0.3
C -2.84002 0.36664 1.21018 -1.0 0.1 1.5
C -0.56787 1.05094 0.32965 -0.6 5.0 0.9
C -2.50326 0.95514 -1.36644 1.3 -4.6 1.5
C 2.77878 -0.34026 -0.25945 2.9 -0.3 -1.2
C -1.91992 0.50558 0.00863 0.5 -2.7 -0.6
N -2.79790 -2.25419 -0.17638 -0.6 -0.4 1.9
O -0.65677 -1.75503 1.11070 -0.8 -0.9 0.5
S -1.23103 -1.33398 -0.20261 1.3 1.5 -1.7
H 2.49597 -0.23240 1.92954 0.8 -1.6 -1.6
H 1.76339 -1.62631 1.06238 0.9 0.1 0.3
H 3.55017 -1.67125 1.37402 0.2 0.2 -0.3
H 2.56592 -0.13065 -2.41711 -0.9 -0.5 2.0
H -2.89647 -2.71288 -1.05313 -0.1 -0.5 -0.7
H 1.29507 -1.16983 -1.45921 -0.5 -0.5 -0.2
H 3.54693 1.43346 0.21977 0.7 0.9 0.0
H 4.96331 0.26024 0.03782 -2.3 0.8 -0.9
H 4.12138 1.01453 -1.52865 -0.6 -0.8 2.6
H -3.73839 -0.34651 1.19643 1.1 1.4 -1.0
H -2.33859 -0.04388 2.13536 0.1 0.8 -1.1
H -3.14062 1.43080 1.41556 -0.1 -1.0 0.2
H -0.21489 0.86542 1.29916 -0.2 -0.7 1.8
H -0.61365 2.23954 0.36977 -0.2 -1.9 -0.3
H 0.31418 0.83901 -0.20020 0.4 -0.5 -1.8
H -1.58574 1.11677 -1.89884 -0.1 0.2 -1.1
H -3.17069 0.09852 -1.73241 0.9 1.6 0.2
H -2.98526 1.80842 -1.12757 -1.9 3.0 0.1
H -2.78087 -2.91161 0.60498 -0.4 -0.3 -0.2

31
Properties=species:S:1:pos:R:3:forces:R:3 method="wB97M-V/def2-TZVPD" orbital_gap_ev="9.09 / 8.30" total_charge=0 spin_multiplicity=2 s_squared=0.77 largest_force_ev_per_a=4.08 total_energy_ev=-16787.590 homo_energy_ev="-8.18 / -8.80"
O -1.45357 -0.19962 -1.05921 -0.4 1.5 -0.4
C -1.72435 -1.04285 0.04043 -0.4 -0.3 0.6
C -0.69278 -0.97652 1.14572 0.0 0.2 0.1
O 0.55396 -1.40428 0.66438 0.0 -0.1 -0.2
C 1.57764 -1.31771 1.62217 0.0 0.2 0.3
C 2.87785 -1.79976 1.03145 0.1 -0.3 0.0
O 3.30671 -0.91646 0.02757 -0.2 0.2 0.0
C 4.49144 -1.33003 -0.60156 0.2 -0.2 -0.1
H -1.76905 -2.06643 -0.35490 0.1 0.3 0.0
H -2.70936 -0.80693 0.47622 0.2 0.0 -0.2
H -1.03082 -1.61975 1.97952 0.0 0.1 -0.1
H -0.61747 0.05350 1.54151 0.0 -0.1 0.0
H 1.33277 -1.93983 2.50253 0.1 0.1 -0.1
H 1.69433 -0.27501 1.97054 0.0 -0.2 -0.1
H 2.74410 -2.81690 0.61876 0.0 0.2 0.1
H 3.63077 -1.86217 1.83918 -0.1 0.0 -0.1
H 4.75019 -0.57887 -1.35731 -0.1 -0.2 0.2
H 5.32114 -1.41402 0.12273 -0.2 0.0 -0.2
H 4.36022 -2.30790 -1.09677 0.0 0.2 0.1
C -1.85131 1.13882 -0.96385 -2.5 -3.2 0.0
H -1.86815 1.43136 0.10547 0.2 1.0 -1.2
H -1.89044 1.47087 -2.01713 0.3 0.9 1.3
C -4.37154 2.26597 -0.73761 0.3 0.1 0.0
O -3.70530 1.08666 -1.02196 1.8 -1.1 -0.1
H -5.39248 2.15892 -1.14332 0.2 0.2 0.2
H -4.42979 2.45627 0.34867 -0.1 0.2 -0.2
H -3.89394 3.12796 -1.23687 -0.2 0.1 0.2
C 0.06496 2.28398 -1.10141 0.8 0.6 0.0
H 0.44540 1.92105 -2.06026 -0.2 0.0 0.4
H 0.59740 1.98304 -0.19567 -0.2 -0.1 -0.4
H -0.34852 3.29663 -1.08903 0.1 -0.4 -0.1

33
Properties=species:S:1:pos:R:3:forces:R:3 method="wB97M-V/def2-TZVPD" orbital_gap_ev=11.21 total_charge=0 largest_force_ev_per_a=0.18 total_energy_ev=-28133.653 homo_energy_ev=-10.65
C 1.47157 2.49987 0.78096 0.0 -0.1 0.0
C 1.95336 1.78325 -0.48489 0.0 -0.1 -0.1
C 2.84540 0.55610 -0.26196 -0.1 0.0 0.0
C 2.14251 -0.73880 0.16374 0.1 0.0 0.1
C 1.61195 -1.56226 -1.00176 -0.1 0.1 0.0
O 1.07394 -0.37597 1.08393 -0.1 0.0 0.0
P 0.04636 -1.44015 1.66578 0.1 0.1 -0.1
O 0.53202 -2.79174 1.89503 0.0 0.0 0.0
O -0.45360 -0.65149 2.95704 -0.1 0.0 0.0
O -1.19599 -1.43185 0.67770 0.0 -0.1 0.0
C -1.83421 -0.21108 0.28958 0.0 0.0 0.0
C -3.12591 -0.55423 -0.46291 0.0 0.0 0.0
C -2.97029 -0.40368 -1.96107 0.0 0.0 0.0
O -4.19188 0.30750 -0.07647 0.1 0.1 -0.1
H 0.51019 2.11967 1.12378 0.0 0.0 0.0
H 1.36024 3.57018 0.60520 0.0 0.0 0.0
H 2.18196 2.36516 1.59930 0.0 0.1 0.0
H 2.53024 2.48877 -1.08662 0.0 0.0 0.0
H 1.09762 1.50086 -1.10563 0.0 0.0 0.0
H 3.35445 0.33937 -1.20350 0.1 -0.1 0.1
H 3.62865 0.80316 0.45926 -0.1 0.0 0.1
H 2.82868 -1.34967 0.75320 0.1 0.0 -0.1
H 1.39896 -2.58622 -0.69831 0.0 0.0 0.0
H 0.69408 -1.13036 -1.40675 0.0 0.1 0.0
H 2.35391 -1.58054 -1.79974 0.0 -0.1 0.0
H -0.08100 0.23212 3.02955 0.1 0.0 0.0
H -1.14802 0.35935 -0.34193 0.0 0.1 0.0
H -2.06801 0.38886 1.17380 0.0 -0.1 0.0
H -3.36770 -1.59445 -0.22124 0.0 0.0 0.0
H -3.90920 -0.63262 -2.46356 0.0 0.0 0.0
H -2.69580 0.62493 -2.20342 0.0 0.0 0.0
H -2.19756 -1.07729 -2.33417 0.0 0.0 0.0
H -4.37694 0.17325 0.85609 0.0 0.0 0.1

35
Properties=species:S:1:pos:R:3:forces:R:3 method="wB97M-V/def2-TZVPD" orbital_gap_ev=6.60 total_charge=-1 largest_force_ev_per_a=2.08 total_energy_ev=-45854.951 homo_energy_ev=-3.90
Ag -0.47569 0.16639 -1.06016 -0.9 0.4 -1.8
Cl -0.80810 -1.33359 -3.52934 0.3 0.0 0.5
Cl -1.69148 2.47270 -2.13986 0.2 -0.2 0.5
C 2.21455 1.31739 -2.65686 -0.5 0.1 -0.8
O 1.74230 0.69412 -1.48381 1.0 -0.7 0.6
C 2.37849 -0.58500 -1.34038 0.1 0.4 0.1
C 1.99208 -1.37005 -0.10440 -0.3 -1.0 -0.3
O 0.65695 -1.87883 -0.14932 0.6 0.8 0.4
C 0.24468 -2.38686 1.09405 -0.2 -0.1 0.0
H 2.00164 0.70883 -3.54669 0.0 -0.2 0.2
H 3.29779 1.48562 -2.62223 0.0 0.2 0.2
H 1.64115 2.23137 -2.80289 0.2 0.1 0.3
H 3.45683 -0.40736 -1.20351 0.1 -0.1 -0.3
H 2.18914 -1.15196 -2.25590 0.0 -0.2 0.1
H 2.21439 -0.83689 0.82505 -0.4 0.3 0.0
H 2.62738 -2.26933 -0.08485 0.4 0.2 -0.1
H -0.83514 -2.50784 1.04217 0.0 -0.1 0.0
H 0.45449 -1.70590 1.92794 0.1 0.1 -0.1
H 0.72923 -3.34760 1.30588 0.0 -0.1 0.0
C -3.44206 -0.76554 -0.28969 -0.2 -0.7 0.1
O -2.26463 -0.33233 0.36153 -0.3 0.0 0.8
C -2.44040 0.85255 1.11207 -0.6 0.4 -0.1
C -1.25213 1.12724 2.00705 -0.5 0.9 -0.2
O -0.07932 1.14443 1.23882 0.3 -0.7 0.0
C 1.07804 1.51464 1.92603 0.2 0.2 0.5
H -3.76522 -0.10902 -1.09796 0.1 0.2 0.1
H -4.24034 -0.91781 0.45171 0.0 0.3 -0.1
H -3.22256 -1.75270 -0.69936 0.1 0.2 -0.2
H -3.34331 0.80921 1.74220 0.1 -0.4 0.2
H -2.64304 1.69720 0.44196 0.5 0.0 -0.2
H -1.21631 0.44405 2.86502 0.3 -0.2 -0.1
H -1.43276 2.14873 2.38422 0.1 -0.2 0.3
H 1.95129 1.38675 1.29002 -0.2 0.2 -0.4
H 1.28455 0.89532 2.81238 -0.3 0.0 0.1
H 0.99750 2.56203 2.23912 0.2 0.0 0.1